Entry 1:
DFT (wB97M-V/def2-TZVPD) results for 4 unconnected molecules or ions with the total composition C3H14O3S.

Last column: Mulliken charge in e.
Cartesian coordinates (Å):
C1 3.6575 -1.2024 -1.1964  -1.061
C2 3.2170 -0.7360 0.1854  -0.326
S1 1.3946 -0.5928 0.2975  -0.059
C3 0.6314 -1.9784 0.9389  -0.927
H1 3.5081 -0.4840 -1.9742  0.289
H2 4.5955 -1.6299 -1.3611  0.383
H3 2.8621 -1.9419 -1.4272  0.251
H4 3.6906 -1.3523 1.0796  0.316
H5 3.8125 0.2977 0.3064  0.207
H6 0.1453 -2.5190 0.1513  0.308
H7 -0.3786 -1.7889 1.2907  0.320
H8 1.1404 -2.5757 1.6588  0.323
H9 1.0126 2.1968 -0.3737  0.275
H10 1.7631 3.0747 -1.2998  0.325
O1 0.8357 2.6597 -1.1593  -0.624
H11 -4.8429 3.3498 -0.4546  0.309
H12 -5.6892 4.6727 -0.2757  0.324
O2 -5.3976 3.9686 -0.8710  -0.633
H13 -4.6315 -0.9607 1.7480  0.309
H14 -5.7830 -1.1840 0.9054  0.319
O3 -5.5435 -1.2739 1.8311  -0.629

For the total energy, the calculation gives -20313.8074 eV. The energy above the lowest of the compared OMol25 structures with the same formula, charge and spin comes out at 55.99 kcal/mol. The value obtained for the HOMO energy is -0.31670 hartree. The calculation puts the molecular weight at 130.21 g/mol. Its SMILES is CCSC.O.O.O. The value obtained for the frontier orbital gap is 8.85 eV.

Entry 2:
DFT (wB97M-V/def2-TZVPD) results for 4 unconnected molecules or ions with the total composition C3H14O3S2.

Last column: Mulliken charge in e.
Cartesian coordinates (Å):
C1 -0.4898 -0.7111 1.0587  -0.354
C2 0.6340 0.1509 1.7247  -0.681
S1 1.1985 1.6625 0.9155  -0.074
S2 -0.3878 2.2420 -0.3845  -0.120
C3 -0.0176 1.4222 -1.9109  -0.744
H1 -1.4063 -0.0206 1.1166  0.075
H2 -0.5070 -1.7567 1.4553  0.350
H3 -0.2979 -0.7630 0.0016  -0.101
H4 0.2044 0.4131 2.7161  0.412
H5 1.5726 -0.4214 1.9328  0.432
H6 1.0161 1.6049 -2.1062  0.287
H7 -0.3681 0.3775 -2.0029  0.197
H8 -0.5839 1.9404 -2.6666  0.354
H9 2.5000 -0.8543 0.2091  0.265
H10 2.7135 -1.5806 -1.0574  0.292
O1 2.0885 -1.5461 -0.3221  -0.523
H11 -0.8899 -3.6751 -2.3204  0.312
H12 0.0629 -2.7283 -1.6456  0.313
O2 -0.0207 -3.2769 -2.4378  -0.652
H13 -2.1794 3.1676 1.5992  0.324
H14 -2.2681 1.7636 1.8577  0.287
O3 -2.5740 2.5893 2.2672  -0.651

For the total energy, the calculation gives -31150.6091 eV. The energy above the lowest of the compared OMol25 structures with the same formula, charge and spin comes out at 19.80 kcal/mol. The value obtained for the HOMO energy is -0.34281 hartree. The calculation puts the molecular weight at 162.28 g/mol. Its SMILES is CCSSC.O.O.O. The value obtained for the frontier orbital gap is 9.63 eV.

Entry 3:
DFT (wB97M-V/def2-TZVPD) results for 4 unconnected molecules or ions with the total composition C3H14O3S2.

Last column: Mulliken charge in e.
Cartesian coordinates (Å):
C1 1.0683 -1.1771 0.8400  0.377
C2 1.7026 -1.9877 1.9680  -1.291
C3 0.3595 -2.0512 -0.1712  -0.925
S1 -0.4416 -1.0849 -1.5135  -0.066
S2 -2.3615 -0.9890 -0.8737  -0.194
H1 1.7707 -0.5072 0.3487  0.348
H2 0.3206 -0.5068 1.2844  -0.183
H3 1.6319 -1.5150 2.9462  0.357
H4 1.2247 -2.9609 2.0727  0.343
H5 2.7370 -2.2619 1.7594  0.304
H6 -0.3790 -2.7329 0.2394  0.460
H7 1.0770 -2.6336 -0.7179  0.345
H8 -2.4493 0.2703 -0.4121  0.119
H9 1.4328 3.1446 1.1507  0.308
H10 0.6389 1.8081 1.0676  0.357
O1 0.5558 2.7672 1.0482  -0.696
H11 -1.9741 1.1971 2.0730  0.289
H12 -0.9340 2.3278 2.1699  0.387
O2 -1.5974 1.8402 2.6890  -0.645
H13 2.9767 3.2464 -3.0748  0.303
H14 3.6905 3.2038 -1.7869  0.314
O3 2.8203 2.9939 -2.1546  -0.612

For the total energy, the calculation gives -31150.9958 eV. The energy above the lowest of the compared OMol25 structures with the same formula, charge and spin comes out at 10.88 kcal/mol. The value obtained for the HOMO energy is -0.33292 hartree. The calculation puts the molecular weight at 162.28 g/mol. Its SMILES is CCCSS.O.O.O. The value obtained for the frontier orbital gap is 9.46 eV.

Entry 4:
DFT (wB97M-V/def2-TZVPD) results for 4 unconnected molecules or ions with the total composition C3H14O4.

Last column: Mulliken charge in e.
Cartesian coordinates (Å):
C1 -1.1358 0.9463 -0.1616  -0.582
O1 0.2782 0.7076 -0.0865  -0.406
C2 -1.6892 1.0682 1.2974  -0.155
C3 -3.2715 1.1869 1.2556  -0.956
H1 -1.8007 0.2295 -0.6732  0.340
H2 -1.2955 1.9868 -0.6152  0.258
H3 0.4318 -0.2405 -0.3366  0.256
H4 -1.1618 2.0784 1.6131  0.211
H5 -1.4425 0.2266 1.9881  0.246
H6 -3.7460 2.2142 1.0787  0.250
H7 -3.9491 0.6436 2.0108  0.290
H8 -3.5051 0.6959 0.2987  0.274
H9 -0.2104 -2.1380 -1.4097  0.314
H10 -0.6176 -3.2767 -0.4319  0.285
O2 -0.5710 -2.2840 -0.5320  -0.625
H11 3.3291 0.2685 -2.3544  0.258
H12 2.2535 1.0149 -1.8917  0.308
O3 2.6217 0.1341 -1.7385  -0.594
H13 2.5995 -0.4646 0.0264  0.350
H14 3.3761 -0.8471 1.3161  0.305
O4 2.9608 -1.2577 0.4861  -0.628

For the total energy, the calculation gives -11526.7548 eV. The energy above the lowest of the compared OMol25 structures with the same formula, charge and spin comes out at 42.75 kcal/mol. The value obtained for the HOMO energy is -0.36501 hartree. The calculation puts the molecular weight at 114.14 g/mol. Its SMILES is CCCO.O.O.O. The value obtained for the frontier orbital gap is 10.42 eV.

Entry 5:
DFT (wB97M-V/def2-TZVPD) results for 4 unconnected molecules or ions with the total composition C3H14O4.

Last column: Mulliken charge in e.
Cartesian coordinates (Å):
C1 1.6145 -0.3492 -0.6723  -1.249
C2 0.9865 0.6614 0.2971  0.693
C3 0.9364 0.2216 1.7370  -1.403
O1 -0.3990 0.8649 -0.1378  -0.687
H1 1.5608 -1.2994 -0.1398  0.340
H2 2.6621 -0.1790 -0.9319  0.307
H3 1.0817 -0.4223 -1.6174  0.314
H4 1.3619 1.6838 0.2177  0.285
H5 1.8632 0.5286 2.2200  0.375
H6 0.8110 -0.8534 1.8543  0.359
H7 0.0795 0.6749 2.2326  0.325
H8 -0.4521 1.1013 -1.0713  0.271
H9 -2.7593 -1.9694 3.0026  0.302
H10 -2.3098 -2.0292 1.5834  0.372
O2 -2.1428 -2.4500 2.4436  -0.641
H11 1.0930 1.2499 -3.3435  0.317
H12 0.3733 2.1194 -4.3476  0.313
O3 0.5712 2.0110 -3.4153  -0.611
H13 -2.7765 -1.0698 -0.3335  0.289
H14 -1.6377 -0.0440 0.0780  0.495
O4 -2.5179 -0.4511 0.3440  -0.767

For the total energy, the calculation gives -11527.8339 eV. The energy above the lowest of the compared OMol25 structures with the same formula, charge and spin comes out at 17.86 kcal/mol. The value obtained for the HOMO energy is -0.38786 hartree. The calculation puts the molecular weight at 114.14 g/mol. Its SMILES is CC(C)O.O.O.O. The value obtained for the frontier orbital gap is 10.96 eV.

Entry 6:
DFT (wB97M-V/def2-TZVPD) results for 4 unconnected molecules or ions with the total composition C3H14O4S.

Last column: Mulliken charge in e.
Cartesian coordinates (Å):
C1 0.8525 1.7025 1.0166  -0.671
O1 0.5958 0.9366 2.2389  -0.548
C2 -0.4638 2.1108 0.3983  -0.381
C3 -1.1187 1.0596 -0.5107  -0.643
S1 -2.7385 0.3902 -0.0872  -0.207
H1 1.4678 2.5043 1.4147  0.314
H2 1.4921 1.0669 0.4023  0.307
H3 0.2430 0.0989 1.9060  0.318
H4 -1.1273 2.1232 1.2689  0.310
H5 -0.5692 3.1338 0.0558  0.466
H6 -0.4165 0.2166 -0.5765  0.230
H7 -1.1132 1.3587 -1.5639  0.395
H8 -3.3998 1.5518 -0.1215  0.110
H9 2.7822 -2.6463 -0.1241  0.303
H10 1.3711 -3.0731 0.2320  0.323
O2 2.1279 -3.3215 -0.3231  -0.625
H11 1.3723 -0.2948 -4.8652  0.316
H12 0.0862 0.4461 -5.1954  0.315
O3 0.6005 0.1141 -4.4511  -0.627
H13 2.1164 -1.4091 2.5452  0.323
H14 2.6230 -2.8732 2.4810  0.316
O4 1.8536 -2.3150 2.3357  -0.642

For the total energy, the calculation gives -22362.4684 eV. The energy above the lowest of the compared OMol25 structures with the same formula, charge and spin comes out at 23.83 kcal/mol. The value obtained for the HOMO energy is -0.33453 hartree. The calculation puts the molecular weight at 146.21 g/mol. Its SMILES is OCCCS.O.O.O. The value obtained for the frontier orbital gap is 9.59 eV.

Entry 7:
DFT (wB97M-V/def2-TZVPD) results for 5 unconnected molecules or ions with the total composition C3H14O7.

Last column: Mulliken charge in e.
Cartesian coordinates (Å):
O1 -0.5552 0.5333 0.5045  -0.512
C1 -0.0863 -0.2305 1.3218  0.452
O2 1.0546 -0.0752 1.9558  -0.522
C2 -0.8008 -1.5056 1.7120  -0.569
C3 -1.7879 -1.9461 0.6415  -0.393
O3 -0.9458 -2.6954 -0.2929  -0.626
H1 1.5054 0.7989 1.7236  0.562
H2 -1.2947 -1.3221 2.6704  0.347
H3 -0.0931 -2.3278 1.8227  0.322
H4 -2.1178 -1.0692 0.0872  0.282
H5 -2.5337 -2.6373 1.0050  0.377
H6 -1.4410 -2.8694 -1.1028  0.302
H7 -0.4287 3.5857 -1.2062  0.271
H8 0.3827 2.3332 -1.3168  0.437
O4 0.4145 3.2365 -0.8937  -0.674
H9 1.8484 -1.0301 -0.9648  0.322
H10 0.4525 -1.6816 -1.3608  0.376
O5 1.2324 -1.2064 -1.6815  -0.741
H11 2.0690 2.7989 0.4020  0.329
H12 0.9174 2.4538 1.1856  0.360
O6 1.8679 2.2434 1.1755  -0.720
H13 0.7701 0.4118 -2.2558  0.451
H14 -0.6853 1.0208 -2.5113  0.309
O7 0.2555 1.1804 -2.6211  -0.740

For the total energy, the calculation gives -17671.3629 eV. The value obtained for the HOMO energy is -0.38775 hartree. The calculation puts the molecular weight at 162.14 g/mol. Its SMILES is O=C(O)CCO.O.O.O.O. The value obtained for the frontier orbital gap is 10.99 eV.

Entry 8:
DFT (wB97M-V/def2-TZVPD) results for 3 unconnected molecules or ions with the total composition C3H15N2O2.

Last column: Mulliken charge in e.
Cartesian coordinates (Å):
C1 -0.4327 1.2949 -1.7301  -0.408
N1 -0.4983 0.0110 -2.4440  -0.625
C2 -0.6510 0.9681 -0.2109  -0.404
N2 -0.3611 -0.4290 0.1422  -0.080
C3 -1.4169 -1.2586 0.8085  -0.835
H1 0.4552 1.9123 -1.9186  0.407
H2 -1.1786 2.0422 -1.9999  0.275
H3 0.1357 -0.1245 -3.2203  0.207
H4 -1.4065 -0.2900 -2.7707  0.219
H5 0.1041 1.6298 0.3848  0.115
H6 -1.6801 1.1739 0.0673  0.364
H7 0.4970 -0.4886 0.6772  0.388
H8 -0.2344 -1.0088 -0.7236  0.406
H9 -1.9521 -1.8232 0.0449  0.347
H10 -0.8612 -1.9069 1.4999  0.329
H11 -2.2895 -0.6991 1.1977  0.298
H12 1.0497 2.1615 3.1433  0.306
H13 -0.0982 3.1163 2.7494  0.309
O1 0.5186 2.4665 2.4017  -0.630
H14 3.7522 -2.8987 -0.0534  0.325
H15 3.4247 -3.2244 1.3261  0.326
O2 3.1235 -2.6249 0.6285  -0.638

For the total energy, the calculation gives -10422.7507 eV. As for the charge: +1. The energy above the lowest of the compared OMol25 structures with the same formula, charge and spin comes out at 29.41 kcal/mol. The value obtained for the HOMO energy is -0.50815 hartree. The calculation puts the molecular weight at 111.16 g/mol. The value obtained for the frontier orbital gap is 11.14 eV.

Entry 9:
DFT (wB97M-V/def2-TZVPD) results for a molecular structure, C3H15N6.

Last column: Mulliken charge in e.
Cartesian coordinates (Å):
C1 -1.5057 0.4763 1.0700  -0.849
C2 -1.1455 1.2115 -0.1350  0.528
C3 2.3451 -0.1283 -0.3747  0.178
N1 -0.7403 -0.7098 1.3078  -0.211
N2 -1.8846 2.3631 -0.1693  -0.401
N3 -0.5955 0.5489 -1.0826  -0.531
N4 3.5739 0.3528 -0.6865  -0.408
N5 1.9197 -0.5947 0.7171  -0.580
N6 -0.9931 -2.1641 -0.6502  -0.799
H1 -1.4799 1.1325 1.9214  0.505
H2 -2.5772 0.0595 0.9882  0.297
H3 -0.9577 -1.0265 2.1920  0.359
H4 -0.8950 -1.5112 0.5492  0.481
H5 -1.7496 2.9912 -0.9602  0.236
H6 -2.3945 2.6475 0.6324  0.190
H7 1.6532 -0.1580 -1.2306  0.214
H8 -0.5523 1.1893 -1.8672  0.147
H9 4.4526 0.3798 -0.1183  0.230
H10 3.6060 0.9481 -1.4911  0.214
H11 0.3078 -0.6828 1.2471  0.259
H12 2.6809 -0.7538 1.3194  0.100
H13 -1.9490 -2.2971 -1.0018  0.297
H14 -0.7536 -1.3183 -1.1886  0.253
H15 -0.3660 -2.9560 -0.9886  0.290

For the total energy, the calculation gives -12288.8958 eV. As for the charge: +1. The energy above the lowest of the compared OMol25 structures with the same formula, charge and spin comes out at 9.91 kcal/mol. The value obtained for the HOMO energy is -0.47285 hartree. The calculation puts the molecular weight at 135.19 g/mol. The value obtained for the frontier orbital gap is 10.33 eV.

Entry 10:
DFT (wB97M-V/def2-TZVPD) results for 4 unconnected molecules or ions with the total composition C3H15NO3.

Last column: Mulliken charge in e.
Cartesian coordinates (Å):
C1 -2.6807 -0.6267 0.4596  -0.901
N1 -1.3398 -0.1156 -0.0987  -0.137
C2 -0.8597 -0.9840 -1.0143  -1.277
C3 -1.3433 1.2145 -0.6338  -1.038
H1 -2.4437 -1.6789 0.6943  0.299
H2 -3.3603 -0.6635 -0.4599  0.303
H3 -3.0324 -0.0310 1.2536  0.323
H4 0.1245 -0.7874 -1.5348  0.295
H5 -0.7099 -2.0173 -0.5204  0.324
H6 -1.4810 -0.8748 -1.8565  0.590
H7 -0.5169 1.3347 -1.2760  0.402
H8 -1.3661 1.7547 0.2609  0.361
H9 -2.3336 1.4640 -1.1022  0.305
H10 4.1873 1.6632 0.0540  0.330
H11 2.9787 1.7198 0.8980  0.338
O1 3.7498 2.2838 0.7246  -0.670
H12 0.2705 -0.7791 2.1819  0.243
H13 0.1030 -0.1360 0.8427  0.671
O2 0.7669 -0.3236 1.4806  -0.722
H14 2.3352 -0.6789 0.0510  0.308
H15 3.7461 -1.2245 -0.1126  0.269
O3 3.2053 -0.5135 -0.2921  -0.614

For the total energy, the calculation gives -10985.1986 eV. The energy above the lowest of the compared OMol25 structures with the same formula, charge and spin comes out at 55.62 kcal/mol. The value obtained for the HOMO energy is -0.33341 hartree. The calculation puts the molecular weight at 113.16 g/mol. Its SMILES is CN(C)C.O.O.O. The value obtained for the frontier orbital gap is 9.61 eV.